No. 1
{"formula": "C57H43FN4O6S3", "method": "ωB97M-V/def2-TZVPD", "species": ["S", "S", "S", "F", "O", "O", "O", "O", "O", "O", "N", "N", "N", "N", "C", "C", "C", "C", "C", "C", "C", "C", "C", "C", "C", "C", "C", "C", "C", "C", "C", "C", "C", "C", "C", "C", "C", "C", "C", "C", "C", "C", "C", "C", "C", "C", "C", "C", "C", "C", "C", "C", "C", "C", "C", "C", "C", "C", "C", "C", "C", "C", "C", "C", "C", "C", "C", "C", "C", "C", "C", "H", "H", "H", "H", "H", "H", "H", "H", "H", "H", "H", "H", "H", "H", "H", "H", "H", "H", "H", "H", "H", "H", "H", "H", "H", "H", "H", "H", "H", "H", "H", "H", "H", "H", "H", "H", "H", "H", "H", "H", "H", "H", "H"], "coordinates": [[1.84656, -1.06095, 5.43592], [6.47507, 4.74383, 2.47429], [2.09541, 3.47646, -0.38874], [6.40850, 0.56518, 4.66551], [-5.52153, 5.64436, -1.25571], [-1.29329, 0.94461, 5.24385], [3.41553, -7.71598, -7.00809], [-5.92233, 3.43876, 6.14266], [3.46404, -5.02351, -2.40275], [-5.65212, 2.91534, -5.83798], [4.52010, 1.86317, -0.95870], [6.59115, 3.44725, 3.61055], [-1.05339, 0.49171, -1.17836], [5.79713, 3.95644, 1.10560], [2.18522, -6.48601, -5.43228], [-4.35426, 1.86302, 6.89744], [-9.18991, 5.29151, -3.23461], [-3.16494, 3.20708, -4.59820], [0.85819, -1.05141, -0.46454], [-1.95498, 3.41639, -3.94511], [-4.12362, 3.09360, 4.67502], [5.91690, 0.82618, 3.32840], [5.26993, -1.77061, 3.05161], [5.32818, -0.30388, 2.41628], [-5.54719, 5.04669, -2.31911], [-6.85010, 4.17525, -4.26092], [1.73743, -1.20879, 0.90823], [0.39779, 0.50000, -0.72415], [-3.08642, 4.70524, -2.24922], [4.71458, -6.14562, -4.04187], [-4.63981, 3.96881, 3.71808], [-8.05081, 4.05150, -4.96219], [2.19399, -5.79918, -4.21833], [-7.99468, 5.42176, -2.53568], [5.55127, 2.54058, 1.36262], [-4.30314, 4.49164, -2.89757], [0.99305, -6.62052, -6.14602], [-2.89978, 2.46242, 4.45236], [4.26097, -1.12504, -0.07558], [-2.36455, 1.49396, 5.43647], [-2.69469, 3.60871, 2.33827], [3.93041, -2.09372, 3.87621], [-9.21673, 4.61298, -4.45123], [5.92245, -5.92061, -3.38009], [-4.87939, 2.84576, 5.92342], [-5.07585, 1.59365, 8.06181], [-2.18010, 2.73068, 3.28635], [3.43103, -7.07711, -5.96989], [-3.41831, -0.03315, 8.71284], [-6.82018, 4.87186, -3.05276], [-0.17961, -5.41075, -4.41940], [3.72024, -1.21608, 5.20996], [3.07440, -2.04421, 0.50201], [1.00704, -5.26984, -3.70804], [-4.34066, 3.75456, -4.08125], [-5.61784, 3.56238, -4.80545], [-1.91429, 4.17333, -2.77597], [-0.18543, -6.07946, -5.64171], [-3.92865, 4.22056, 2.54941], [7.08703, -7.17924, -5.07600], [6.06598, 2.33544, 2.85457], [-2.68954, 0.24330, 7.56042], [7.10667, -6.43184, -3.90030], [-3.15369, 1.19656, 6.65218], [3.45741, -5.61282, -3.47109], [4.69839, -6.87324, -5.23194], [4.94714, 1.44166, 0.40891], [3.52396, 2.69123, -0.71764], [4.83363, -0.03427, 0.94598], [-4.60736, 0.64731, 8.96695], [5.88629, -7.39988, -5.74214], [-1.76203, -0.28854, 7.37040], [-8.07985, 3.52140, -5.90928], [0.53758, 1.02972, 0.28773], [-0.96759, 4.34723, -2.27305], [-1.11025, -6.18078, -6.20098], [-7.97937, 5.95581, -1.59058], [-3.18962, 2.62112, -5.51168], [2.74195, -2.72567, -0.37753], [1.00592, -4.74345, -2.75845], [-5.59832, 4.45248, 3.87932], [-2.13578, 3.81264, 1.43005], [-0.06516, -1.74837, -0.45836], [4.07300, -1.78205, 6.15286], [2.96812, -2.02839, 3.26320], [4.10432, -0.14316, 5.14855], [-3.04878, 5.28980, -1.33497], [1.31894, -0.31999, 4.36853], [-1.04103, 2.99371, -4.35067], [8.04597, -6.24946, -3.38777], [-4.33548, 4.89600, 1.80310], [4.01736, -3.20174, 4.21403], [5.94354, -5.34339, -2.46080], [-1.23197, 1.48777, -1.42590], [-1.10068, -4.99504, -4.02295], [1.08471, -1.87834, 1.59551], [5.87832, -7.97840, -6.66068], [1.97025, -0.20011, 1.40163], [3.81702, -0.56330, -0.98923], [-3.05821, -0.77845, 9.41513], [6.22163, -1.89713, 3.69138], [5.15128, -1.73814, -0.48262], [-1.64182, 0.25756, -0.35427], [3.41311, -2.77426, 1.32833], [-10.10131, 5.72317, -2.83292], [8.01042, -7.58569, -5.47655], [-5.17189, 0.43638, 9.86985], [-10.14821, 4.51995, -5.00083], [-1.22061, 2.25292, 3.11339], [1.46319, -1.33891, -1.40414], [1.05365, 0.92637, -1.56207], [5.36042, -2.51585, 2.16835], [-6.00550, 2.11698, 8.26316], [0.98038, -7.14308, -7.09765]], "atomic_forces_ev_per_a": [[-0.1, 0.2, 0.1], [-1.3, -4.2, -0.9], [4.0, -1.6, -1.0], [-1.3, 0.2, -3.4], [0.0, -0.2, -0.3], [-0.3, 0.1, 0.0], [0.0, 0.2, 0.3], [0.3, -0.2, -0.1], [0.0, -0.1, -0.3], [0.0, 0.2, 0.3], [-4.0, 3.4, 3.0], [-2.1, -2.1, -4.7], [1.2, 1.2, 0.7], [-0.1, -2.8, 1.8], [-0.4, 0.1, 0.0], [0.0, -0.2, 0.3], [0.2, 0.0, 0.0], [0.2, 0.0, 0.1], [0.1, 1.1, -0.3], [-0.2, 0.0, 0.0], [0.1, 0.1, -0.4], [-0.7, -0.1, -2.0], [0.3, 0.4, -0.9], [1.0, 2.8, 1.3], [0.0, 0.5, 0.9], [-0.4, 0.1, 0.0], [-0.2, -1.4, -1.2], [-0.2, -1.9, 0.6], [0.3, -0.1, 0.0], [0.4, -0.1, -0.1], [0.1, 0.1, -0.2], [-0.3, 0.1, 0.0], [-0.4, 0.0, -0.1], [-0.2, 0.0, -0.1], [1.6, 2.7, 2.1], [0.4, -0.1, -0.1], [-0.3, 0.1, 0.0], [0.0, 0.2, -0.3], [-0.1, 0.4, 0.3], [0.8, -0.4, -0.2], [0.0, -0.1, 0.2], [0.6, -0.6, 0.7], [0.2, -0.1, 0.0], [0.3, -0.1, 0.0], [-0.9, 0.5, 0.2], [0.0, -0.2, 0.2], [-0.1, 0.1, -0.2], [0.0, -0.5, -0.9], [0.0, 0.1, -0.2], [-0.4, 0.0, -0.1], [0.2, 0.0, 0.0], [-0.8, 0.1, -0.9], [-0.3, -0.6, -0.4], [-0.2, 0.0, -0.1], [0.4, 0.0, 0.1], [0.0, -0.5, -0.9], [-0.2, 0.0, 0.0], [0.2, -0.1, 0.0], [0.0, -0.1, 0.2], [-0.2, 0.0, 0.0], [-0.5, -1.8, -0.1], [-0.1, -0.1, 0.2], [-0.2, 0.0, 0.0], [-0.1, -0.2, 0.4], [0.0, 0.5, 0.9], [0.4, 0.0, 0.1], [1.2, -2.2, 3.6], [0.2, -2.0, -0.4], [0.9, 4.4, 0.0], [0.0, 0.1, -0.2], [0.2, 0.0, 0.1], [-0.1, 0.2, -0.1], [0.2, 0.0, 0.2], [-0.1, -0.4, -1.7], [-0.1, 0.0, -0.1], [0.1, 0.0, 0.1], [0.2, -0.1, -0.1], [-0.2, 0.1, 0.1], [0.7, 1.0, 1.5], [0.2, -0.1, -0.1], [0.1, -0.1, 0.1], [-0.1, 0.0, 0.1], [1.4, 1.3, 0.1], [-0.5, 1.2, -1.5], [1.7, 0.1, 0.6], [-0.2, -1.8, 0.1], [-0.2, -0.1, -0.1], [1.2, -0.6, 0.8], [-0.1, 0.0, 0.0], [-0.1, 0.0, 0.0], [0.0, -0.1, 0.1], [-0.2, 1.8, -0.6], [-0.2, -0.1, -0.1], [-0.4, -1.0, 0.3], [0.1, 0.0, 0.0], [1.3, 1.3, -0.8], [-0.2, 0.1, 0.1], [-0.3, -1.5, -0.7], [0.9, -0.7, 1.6], [0.0, 0.1, -0.1], [-1.7, 0.2, -0.8], [-1.5, 0.8, 0.8], [0.5, 0.4, -0.8], [-0.4, 1.4, -1.3], [0.1, 0.0, 0.0], [-0.1, 0.0, 0.0], [0.1, 0.0, -0.1], [0.1, 0.0, 0.1], [-0.2, 0.0, 0.2], [-0.8, 0.2, 1.6], [-1.0, -0.4, 1.4], [-0.1, 1.2, 1.5], [0.2, 0.0, -0.2], [0.2, 0.0, 0.2]], "lowdin_charge": [0.612, 0.923, 0.685, -0.038, 0.094, 0.084, 0.103, 0.102, 0.091, 0.105, 0.060, -0.249, -0.036, -0.285, -0.084, -0.085, -0.056, 0.009, -0.185, -0.056, -0.083, -0.044, -0.162, -0.043, -0.279, -0.084, -0.185, -0.306, 0.001, -0.085, 0.008, 0.004, -0.085, 0.004, -0.181, -0.084, 0.004, -0.083, -0.146, -0.276, -0.057, -0.267, -0.056, 0.002, -0.279, 0.003, 0.001, -0.280, -0.056, -0.085, -0.055, -0.503, -0.204, 0.003, -0.081, -0.279, -0.067, -0.055, -0.050, -0.057, -0.226, 0.007, -0.057, -0.083, -0.279, -0.084, -0.142, -0.608, -0.040, -0.057, 0.004, 0.122, 0.122, 0.072, 0.099, 0.108, 0.121, 0.123, 0.107, 0.118, 0.122, 0.100, 0.111, 0.089, 0.054, 0.060, 0.117, -0.134, 0.111, 0.108, 0.106, 0.125, 0.119, 0.041, 0.109, 0.114, 0.122, 0.102, 0.112, 0.108, 0.127, 0.130, 0.069, 0.089, 0.108, 0.108, 0.107, 0.108, 0.116, 0.100, 0.091, 0.111, 0.121, 0.122], "orbital_gap_ev": 6.95, "charge": 0, "homo_energy_ev": -8.5}


No. 2
{"formula": "C43H45GeN10ReSe", "method": "ωB97M-V/def2-TZVPD", "species": ["Re", "Se", "Ge", "N", "N", "N", "N", "N", "N", "N", "N", "N", "N", "C", "C", "C", "C", "C", "C", "C", "C", "C", "C", "C", "C", "C", "C", "C", "C", "C", "C", "C", "C", "C", "C", "C", "C", "C", "C", "C", "C", "C", "C", "C", "C", "C", "C", "C", "C", "C", "C", "C", "C", "C", "C", "C", "H", "H", "H", "H", "H", "H", "H", "H", "H", "H", "H", "H", "H", "H", "H", "H", "H", "H", "H", "H", "H", "H", "H", "H", "H", "H", "H", "H", "H", "H", "H", "H", "H", "H", "H", "H", "H", "H", "H", "H", "H", "H", "H", "H", "H"], "coordinates": [[-0.71874, 0.06539, 0.95751], [-2.73085, 3.77335, 7.37740], [1.79460, -1.61441, -2.65574], [-0.05446, 0.34309, 2.97477], [-3.26077, 3.88463, 5.68425], [-2.09879, -1.06270, -0.15056], [-3.05456, -2.45466, 1.41249], [-3.76260, -2.72801, -0.66652], [-1.95758, 1.59486, 1.62096], [2.43751, 2.91749, 1.25928], [0.67777, 1.75101, 0.10583], [-1.50753, 2.53177, 7.03085], [2.02873, 3.52775, -0.80539], [4.33080, -0.50214, -3.30244], [4.93083, 0.29224, -0.70173], [0.28266, 0.58061, 5.71910], [-1.56636, 2.29228, 5.74303], [-0.84826, 1.17030, 3.69343], [-3.67883, 3.24212, 1.43151], [-1.88803, -0.36127, -1.42071], [5.84771, 0.48883, -1.72929], [0.83113, -0.52421, -6.53104], [0.42601, -5.07401, -0.89004], [3.27634, 4.10296, 1.09815], [3.06955, 4.46504, -0.36209], [0.76721, -2.47683, 0.00898], [-4.45872, -3.77738, 0.10195], [0.02959, 1.62285, -1.20510], [0.98216, -2.74815, -1.34959], [-1.86477, 1.89188, 2.94585], [-4.14855, -3.42507, 1.56290], [-0.28817, -1.30291, -6.79898], [-0.20196, -2.25275, -4.59911], [0.21901, -4.77523, 0.44461], [1.68967, 3.61990, -2.22187], [5.55477, 0.08319, -3.02377], [-0.84182, 0.51912, -0.86850], [3.71658, -0.31482, -0.96611], [-2.84569, 2.26933, 0.88748], [-0.69854, 1.33260, 5.06808], [-2.54799, -1.62529, 2.45440], [0.94874, -1.48873, -4.31269], [2.41093, 2.28337, 2.53890], [0.80084, -4.07025, -1.77849], [1.44735, -0.61035, -5.29729], [1.66462, 2.67243, 0.18569], [3.39178, -0.70163, -2.27556], [-3.61279, 3.52278, 2.77889], [0.38155, -3.46762, 0.89372], [-3.78334, -2.76990, -2.12039], [-2.94581, -2.03930, 0.12702], [-2.68458, 2.82883, 3.56322], [0.86529, -0.39432, 3.61776], [-2.53063, 3.03666, 5.00112], [-0.80951, -2.16148, -5.83509], [1.05968, -0.30146, 4.98574], [-0.61007, -2.92832, -3.85781], [3.97215, 4.32300, -0.95791], [-1.68046, -2.75970, -6.06432], [-1.44462, -1.48948, 2.29937], [-5.00473, -2.97108, 2.06428], [3.37719, 2.43913, 3.01812], [0.91577, -1.46839, 0.41826], [2.96240, 4.89196, 1.78333], [2.30561, 0.01430, -5.09468], [2.19121, 4.50750, -2.60094], [6.80849, 0.93828, -1.51643], [-0.04596, -5.55924, 1.14093], [1.63317, 2.67685, 3.20137], [1.21908, 0.14310, -7.28779], [-4.37573, 3.75756, 0.78584], [-3.81403, -4.28600, 2.13813], [-0.76262, -1.23829, -7.76906], [0.31833, -6.08997, -1.24452], [-2.75938, 0.22205, -1.74517], [0.69459, 1.37855, -2.04218], [0.41199, 0.69197, 6.78878], [-2.57155, -2.13566, 3.41815], [2.06968, 2.77181, -2.79355], [2.72029, 5.48803, -0.49759], [-0.56394, 2.48606, -1.53374], [4.31333, 3.84761, 1.31856], [-1.56624, -0.98782, -2.26006], [-4.07507, -4.75923, -0.17963], [0.63160, 3.77091, -2.40370], [6.28518, 0.20879, -3.81110], [3.03013, -0.49697, -0.14671], [-2.90142, 2.01988, -0.16198], [1.82118, -0.90402, 5.46037], [-5.52408, -3.74078, -0.11843], [4.13533, -0.84111, -4.31106], [-3.73638, -1.77281, -2.54562], [-2.97737, -3.39291, -2.51386], [-4.73419, -3.20181, -2.42564], [5.18673, 0.58253, 0.30820], [1.47422, -1.04670, 3.00170], [2.28817, 1.22533, 2.39115], [0.24436, -3.24302, 1.94467], [-4.25615, 4.26107, 3.23987], [-3.06725, -0.66729, 2.56511], [0.98788, -4.34744, -2.80955]], "atomic_forces_ev_per_a": [[0.2, -0.4, 0.1], [0.1, -0.1, -0.2], [0.1, 0.1, 0.0], [0.2, 0.0, 0.2], [0.1, -0.1, 0.2], [-0.4, -0.3, -0.2], [0.1, 0.0, -0.2], [0.0, 0.1, 0.1], [-0.1, 0.1, 0.1], [-0.2, 0.1, -0.1], [0.5, 0.2, -0.1], [-0.2, 0.1, 0.0], [-0.3, 0.0, 0.1], [0.0, 0.0, 0.0], [0.0, 0.0, 0.0], [0.0, -0.1, 0.0], [0.2, -0.2, 0.1], [-0.1, 0.2, -0.1], [0.0, 0.0, 0.0], [-0.1, 0.1, 0.0], [0.0, 0.0, 0.0], [0.0, 0.0, 0.0], [0.0, 0.0, 0.0], [0.2, 0.0, 0.0], [0.0, 0.0, 0.0], [-0.4, 0.0, 0.1], [-0.1, 0.0, 0.0], [-0.1, -0.2, -0.1], [-0.1, -0.3, 0.2], [0.2, -0.1, 0.0], [0.0, 0.0, 0.1], [0.0, 0.0, -0.1], [0.1, 0.0, 0.1], [0.0, 0.0, 0.1], [0.1, 0.1, -0.1], [-0.1, 0.0, 0.0], [-0.1, 0.1, -0.1], [0.0, 0.0, 0.1], [-0.1, 0.0, 0.0], [-0.1, 0.1, 0.1], [0.0, 0.1, 0.2], [-0.2, 0.0, -0.4], [0.0, -0.1, 0.2], [0.0, 0.0, 0.0], [0.0, -0.1, 0.1], [-0.1, -0.1, -0.1], [0.3, 0.1, 0.0], [0.0, 0.0, 0.0], [0.0, -0.1, 0.0], [0.0, 0.0, 0.0], [0.0, 0.1, 0.1], [0.0, 0.1, 0.1], [0.1, 0.1, -0.1], [-0.2, 0.1, -0.2], [0.0, 0.0, 0.0], [0.0, 0.0, 0.0], [0.0, 0.0, 0.0], [0.0, 0.0, 0.0], [0.0, 0.0, 0.0], [0.0, 0.0, 0.0], [0.0, 0.0, 0.0], [0.0, 0.0, 0.0], [0.4, 0.4, 0.0], [0.0, 0.0, 0.0], [0.1, 0.0, 0.0], [0.0, 0.0, 0.0], [0.0, 0.0, 0.0], [0.0, 0.0, 0.0], [0.0, 0.0, 0.0], [0.0, 0.0, 0.0], [0.0, 0.0, 0.0], [-0.1, 0.0, 0.0], [0.0, 0.0, 0.0], [0.0, 0.0, 0.0], [0.0, -0.1, -0.1], [0.0, 0.0, 0.1], [0.0, 0.0, 0.0], [0.0, -0.1, 0.0], [0.0, 0.0, 0.0], [0.0, 0.0, 0.0], [0.0, 0.0, 0.1], [0.0, 0.0, 0.0], [0.1, 0.0, 0.1], [0.0, 0.0, 0.0], [0.0, 0.0, 0.0], [0.0, 0.0, 0.0], [0.0, 0.0, 0.0], [0.0, 0.0, 0.0], [0.0, 0.0, 0.0], [0.0, -0.1, 0.0], [0.0, 0.0, 0.0], [0.0, 0.0, 0.0], [0.0, 0.0, 0.0], [0.0, 0.0, 0.0], [0.0, 0.0, 0.0], [0.0, 0.0, 0.0], [-0.1, -0.4, 0.1], [0.0, 0.0, 0.0], [0.0, 0.0, 0.0], [0.0, 0.0, 0.0], [0.0, 0.0, 0.0]], "lowdin_charge": [1.496, 1.307, 1.289, -0.082, -0.187, -0.063, -0.080, -0.050, -0.034, -0.088, 0.004, -0.189, -0.059, -0.086, -0.055, 0.087, -0.341, -0.154, 0.024, -0.168, -0.018, -0.028, -0.019, -0.077, -0.082, -0.151, -0.057, -0.228, -0.284, -0.135, -0.053, -0.004, -0.112, -0.024, -0.019, -0.026, -0.265, -0.111, -0.058, -0.052, -0.032, -0.317, -0.021, -0.086, -0.086, -0.297, -0.313, 0.076, -0.074, 0.010, -0.326, -0.049, -0.113, -0.338, -0.038, 0.022, 0.082, 0.137, 0.124, 0.038, 0.139, 0.114, 0.044, 0.141, 0.093, 0.109, 0.130, 0.129, 0.103, 0.130, 0.137, 0.137, 0.133, 0.133, 0.143, 0.113, 0.147, 0.135, 0.093, 0.141, 0.138, 0.136, 0.114, 0.140, 0.087, 0.131, 0.082, 0.116, 0.138, 0.142, 0.105, 0.084, 0.099, 0.114, 0.115, 0.123, 0.055, 0.104, 0.146, 0.106, 0.115], "orbital_gap_ev": [6.64, 6.63], "charge": 4, "homo_energy_ev": [-18.0, -18.0], "de_lowest_kj_mol": 0.0}